1.
{"formula": "C4H9NOS", "method": "wB97M-V/def2-TZVPD", "symbols": ["O", "C", "N", "C", "C", "C", "S", "H", "H", "H", "H", "H", "H", "H", "H", "H"], "coordinates": [[3.262, -0.903, 0.107], [2.458, -0.708, -0.903], [0.918, -0.674, -0.393], [0.288, 0.665, -0.103], [-1.316, 0.628, -0.018], [-1.836, 0.040, 1.364], [-3.643, 0.076, 1.452], [2.482, 0.387, -1.349], [2.349, -1.384, -1.817], [0.219, -1.335, -0.883], [0.623, 1.292, -1.022], [0.598, 1.028, 0.886], [-1.710, -0.160, -0.674], [-1.774, 1.565, -0.311], [-1.412, 0.519, 2.186], [-1.508, -1.034, 1.479]], "nbo_charge": [-0.9022, 0.1738, -0.7430, -0.2205, -0.4174, -0.5169, -0.7805, 0.0144, 0.0418, 0.3211, 0.1349, 0.1732, 0.1876, 0.1881, 0.1628, 0.1827], "charge": -2, "homo_lumo_gap_ev": 5.8, "relative_energy_kj_mol": 123.2, "smiles": "[O-]CNCCC[S-]"}

***

2.
{"formula": "C4H9NOS", "method": "wB97M-V/def2-TZVPD", "symbols": ["C", "C", "C", "C", "N", "O", "S", "H", "H", "H", "H", "H", "H", "H", "H", "H"], "coordinates": [[-0.623, 1.312, -0.096], [0.625, 1.246, 0.895], [0.158, -0.957, -0.567], [-0.822, -1.698, 0.278], [-0.367, 0.479, -1.199], [2.727, -0.034, -0.223], [1.517, -0.347, 0.570], [-1.494, 0.961, 0.313], [-0.779, 2.386, -0.609], [1.469, 1.864, 0.594], [0.285, 1.159, 1.843], [0.412, -1.647, -1.427], [-1.740, -1.545, -0.275], [-1.020, -1.307, 1.217], [-0.667, -2.783, 0.475], [0.319, 0.911, -1.789]], "nbo_charge": [-0.2250, -0.6304, -0.2505, -0.6704, -0.6152, -0.9823, 1.1985, 0.1895, 0.2124, 0.2558, 0.2203, 0.2469, 0.2335, 0.2080, 0.2412, 0.3677], "homo_lumo_gap_ev": 9.6, "relative_energy_kj_mol": 310.6}

***

3.
{"formula": "C4H9NOS", "method": "wB97M-V/def2-TZVPD", "symbols": ["N", "C", "C", "C", "S", "C", "O", "H", "H", "H", "H", "H", "H", "H", "H", "H"], "coordinates": [[1.241, -1.470, 0.400], [0.545, -0.437, -0.170], [0.484, 1.094, 0.108], [-1.039, 1.069, -0.096], [-1.539, 1.748, -1.749], [-0.915, -0.461, 0.215], [-0.896, -0.791, 1.518], [2.181, -1.149, 0.806], [1.423, -2.177, -0.315], [0.611, -0.473, -1.402], [0.852, 1.211, 1.104], [0.977, 1.582, -0.611], [-1.435, 1.652, 0.925], [-0.820, 0.676, -2.240], [-1.734, -1.050, -0.354], [0.064, -1.024, 1.861]], "nbo_charge": [-0.8558, -0.0492, -0.4168, -0.3599, -0.0144, 0.0836, -0.7232, 0.3725, 0.3906, 0.1402, 0.2069, 0.2103, 0.2466, 0.1220, 0.1547, 0.4921], "homo_lumo_gap_ev": 9.7, "relative_energy_kj_mol": 373.0, "smiles": "N[C@@H]1C[C@@H](S)[C@@H]1O"}

***

4.
{"formula": "C4H9NOS", "method": "wB97M-V/def2-TZVPD", "symbols": ["C", "N", "C", "C", "C", "H", "H", "H", "H", "H", "H", "H", "H", "H", "O", "S"], "coordinates": [[-1.566, 0.086, -0.441], [-0.138, 0.233, -0.673], [0.822, 0.049, 0.113], [2.177, -0.131, -0.446], [0.532, 0.046, 1.624], [-1.752, -0.145, 0.660], [-1.984, 1.021, -0.858], [-1.818, -0.728, -1.159], [2.904, 0.453, 0.153], [2.428, -0.016, -1.522], [2.423, -1.090, -0.153], [-0.391, -0.375, 1.769], [0.384, 1.120, 1.733], [1.309, -0.340, 2.244], [1.333, -2.510, -3.901], [1.338, -1.126, -4.406]], "nbo_charge": [-0.4440, -0.4629, 0.3139, -0.6481, -0.6839, 0.1668, 0.2148, 0.2172, 0.2084, 0.2326, 0.2215, 0.2135, 0.2297, 0.2186, -0.6848, 0.6867], "homo_lumo_gap_ev": [7.3, 7.2], "relative_energy_kj_mol": 397.1, "smiles": "CN=C(C)C.O=S"}

***

5.
{"formula": "C4H9NOS", "method": "wB97M-V/def2-TZVPD", "symbols": ["C", "C", "C", "C", "N", "O", "S", "H", "H", "H", "H", "H", "H", "H", "H", "H"], "coordinates": [[0.285, 1.443, 0.424], [1.663, 0.780, 0.541], [-1.113, -0.413, -0.438], [-1.574, -1.790, -0.181], [-0.673, 0.346, 0.565], [1.553, 1.015, -2.158], [2.258, 0.075, -1.119], [0.164, 2.070, 1.285], [0.146, 1.852, -0.667], [2.428, 1.373, 1.031], [1.436, -0.181, 1.093], [-1.044, -0.057, -1.445], [-2.385, -2.150, -0.664], [-1.762, -1.839, 0.844], [-0.798, -2.385, -0.516], [-0.584, -0.138, 1.404]], "nbo_charge": [-0.2684, -0.5995, 0.1973, -0.6744, -0.4556, -1.0147, 0.5824, 0.2132, 0.2746, 0.2284, 0.1913, 0.2330, 0.2391, 0.2086, 0.2596, 0.3852], "homo_lumo_gap_ev": [6.5, 4.7], "relative_energy_kj_mol": 434.9}

***

6.
{"formula": "C4H9NOS", "method": "wB97M-V/def2-TZVPD", "symbols": ["O", "C", "N", "C", "C", "S", "C", "H", "H", "H", "H", "H", "H", "H", "H", "H"], "coordinates": [[-2.653, 0.023, -0.075], [-1.914, -0.330, 0.830], [-0.607, -0.619, 0.725], [-0.106, -0.614, -0.612], [-0.611, 0.338, -1.512], [2.099, -0.131, 2.075], [1.122, 0.377, -0.841], [-2.367, -0.530, 1.810], [0.214, -0.522, 1.387], [0.230, -1.576, -0.980], [-1.027, 1.284, -1.193], [-0.932, 0.181, -2.540], [2.000, 0.510, 3.254], [1.859, -0.147, -0.175], [1.021, 1.347, -0.370], [1.673, 0.411, -1.782]], "nbo_charge": [-0.6138, 0.5360, -0.6637, -0.0379, -0.0580, -0.9140, -0.6963, 0.1528, 0.4471, 0.2377, 0.2494, 0.2496, 0.1500, 0.3980, 0.2827, 0.2802], "homo_lumo_gap_ev": 6.0, "relative_energy_kj_mol": 487.8}

***

7.
{"formula": "C4H9NOS", "method": "wB97M-V/def2-TZVPD", "symbols": ["O", "S", "N", "C", "C", "H", "H", "H", "H", "H", "C", "C", "H", "H", "H", "H"], "coordinates": [[-2.718, 1.212, 1.299], [-1.368, 1.706, 0.370], [-0.784, 0.312, -0.314], [-1.491, -0.684, -1.020], [-0.710, -1.043, 0.170], [-2.880, 1.767, 2.076], [-0.998, -1.076, -1.893], [-2.525, -0.733, -1.082], [-1.154, -1.330, 1.067], [0.411, -1.320, 0.091], [2.129, 0.713, -0.530], [2.612, -0.306, 0.167], [2.384, 1.716, -0.251], [1.479, 0.610, -1.282], [2.975, -0.191, 1.196], [2.638, -1.352, -0.062]], "nbo_charge": [-0.9062, 0.6831, -0.5918, -0.2420, -0.2491, 0.4909, 0.1892, 0.2088, 0.2064, 0.2132, -0.3542, -0.4082, 0.1932, 0.1908, 0.1887, 0.1873], "homo_lumo_gap_ev": 8.9, "relative_energy_kj_mol": 474.5, "smiles": "OSN1CC1.C=C"}

***

8.
{"formula": "C4H9NOS", "method": "wB97M-V/def2-TZVPD", "symbols": ["C", "C", "C", "C", "H", "H", "H", "H", "H", "H", "N", "S", "O", "H", "H", "H"], "coordinates": [[-0.926, -0.582, -1.643], [-0.072, -1.415, -0.767], [0.637, -1.529, 0.298], [-0.003, -2.800, -0.134], [-1.872, -0.742, -1.328], [-0.953, -0.913, -2.736], [-0.786, 0.540, -1.490], [1.427, -1.055, 0.893], [0.633, -3.589, -0.489], [-0.819, -3.276, 0.327], [0.285, 1.600, 1.104], [-0.144, 3.221, 0.698], [0.972, 3.970, 1.633], [-0.304, 0.906, 0.628], [1.251, 1.469, 0.553], [0.673, 4.195, 2.453]], "nbo_charge": [-0.6506, 0.0341, -0.2106, -0.4285, 0.2256, 0.2370, 0.2170, 0.2269, 0.1735, 0.1758, -0.9968, 0.6176, -0.8437, 0.3844, 0.3607, 0.4775], "homo_lumo_gap_ev": 9.2, "relative_energy_kj_mol": 503.5, "smiles": "CC1=CC1.NSO"}

***

9.
{"formula": "C4H9NOS", "method": "wB97M-V/def2-TZVPD", "symbols": ["C", "C", "C", "C", "N", "O", "S", "H", "H", "H", "H", "H", "H", "H", "H", "H"], "coordinates": [[-2.164, 1.395, -0.423], [1.920, -0.927, -0.052], [1.753, 0.395, -0.846], [1.280, 0.298, 0.586], [-1.987, -0.969, 1.144], [-1.036, -0.921, -1.073], [-1.197, 0.042, 0.001], [-2.404, 1.653, -1.453], [-1.788, 2.272, 0.096], [1.240, -1.748, -0.275], [3.023, -1.279, 0.329], [2.583, 0.888, -1.181], [0.875, 0.408, -1.488], [1.578, 0.915, 1.467], [-2.403, -0.810, 2.034], [-1.276, -1.613, 1.135]], "nbo_charge": [-0.9140, -0.4693, -0.4709, -0.2033, -1.0031, -0.9426, 1.6389, 0.2415, 0.2087, 0.2388, 0.2264, 0.2184, 0.2404, 0.2175, 0.4039, 0.3687], "homo_lumo_gap_ev": [7.9, 6.7], "relative_energy_kj_mol": 748.1}

***

10.
{"formula": "C4H9NOS", "method": "wB97M-V/def2-TZVPD", "symbols": ["C", "C", "N", "C", "H", "H", "H", "H", "H", "C", "S", "O", "H", "H", "H", "H"], "coordinates": [[1.584, 1.526, 0.528], [1.414, 0.315, 0.175], [1.042, -0.830, 0.277], [1.659, -1.872, -0.473], [2.236, 1.842, 1.323], [0.979, 2.340, -0.082], [2.730, -1.681, -0.619], [1.259, -2.033, -1.467], [1.554, -2.761, 0.115], [-2.330, 1.218, -0.235], [-2.204, -0.496, -0.739], [-1.930, -1.208, 0.664], [-2.900, 1.899, -0.933], [-1.286, 1.696, -0.039], [-2.810, 1.215, 0.658], [-0.999, -1.169, 0.846]], "nbo_charge": [-0.5941, 0.3960, -0.4612, -0.4321, 0.2479, 0.2408, 0.1878, 0.2158, 0.2066, -0.7955, 0.5017, -0.8619, 0.2357, 0.1970, 0.2194, 0.4962], "homo_lumo_gap_ev": 9.0, "relative_energy_kj_mol": 358.5, "smiles": "C=C=NC.CSO"}

***

11.
{"formula": "C4H9NOS2", "method": "wB97M-V/def2-TZVPD", "symbols": ["S", "S", "C", "C", "C", "N", "C", "O", "H", "H", "H", "H", "H", "H", "H", "H", "H"], "coordinates": [[-2.788, 0.671, 0.886], [-2.156, -0.902, -0.532], [-0.605, 0.319, -1.245], [0.114, 1.376, -0.433], [0.750, 0.773, 0.818], [1.525, -0.394, 0.712], [1.499, -1.658, -0.011], [0.695, 1.321, 1.899], [-3.868, 0.740, 0.156], [-0.878, -0.447, -0.087], [-1.047, 0.628, -2.176], [0.897, 1.953, -0.953], [-0.565, 2.157, -0.053], [1.954, -0.503, 1.622], [2.504, -1.982, -0.293], [1.131, -2.495, 0.545], [0.838, -1.558, -0.854]], "nbo_charge": [-0.1085, 0.1678, -0.6291, -0.5748, 0.6658, -0.6358, -0.4287, -0.6061, 0.1255, 0.2874, 0.2243, 0.2797, 0.2223, 0.3895, 0.1972, 0.1838, 0.2399], "homo_lumo_gap_ev": 6.6, "relative_energy_kj_mol": 578.8}

***

12.
{"formula": "C4H9NOSi", "method": "wB97M-V/def2-TZVPD", "symbols": ["C", "O", "Si", "C", "C", "C", "N", "H", "H", "H", "H", "H", "H", "H", "H", "H"], "coordinates": [[1.234, -1.977, 0.000], [-0.043, -1.411, 0.000], [-0.519, 0.146, 0.000], [-0.015, 1.098, -1.569], [-0.015, 1.098, 1.569], [-2.374, -0.108, 0.000], [-3.514, -0.200, 0.000], [1.115, -3.061, 0.001], [1.794, -1.676, 0.888], [1.793, -1.678, -0.890], [1.057, 1.280, -1.597], [-0.276, 0.541, -2.466], [-0.509, 2.063, -1.629], [1.057, 1.280, 1.597], [-0.509, 2.063, 1.629], [-0.276, 0.541, 2.466]], "nbo_charge": [-0.2316, -0.8855, 1.8083, -1.1239, -1.1238, -0.1506, -0.3034, 0.1922, 0.1697, 0.1697, 0.2406, 0.2492, 0.2497, 0.2406, 0.2497, 0.2492], "homo_lumo_gap_ev": 11.4, "relative_energy_kj_mol": 0.0, "smiles": "CO[Si](C)(C)C#N"}

***

What did the fourth record say?
{"formula": "C4H9NOS", "method": "wB97M-V/def2-TZVPD", "symbols": ["C", "N", "C", "C", "C", "H", "H", "H", "H", "H", "H", "H", "H", "H", "O", "S"], "coordinates": [[-1.566, 0.086, -0.441], [-0.138, 0.233, -0.673], [0.822, 0.049, 0.113], [2.177, -0.131, -0.446], [0.532, 0.046, 1.624], [-1.752, -0.145, 0.660], [-1.984, 1.021, -0.858], [-1.818, -0.728, -1.159], [2.904, 0.453, 0.153], [2.428, -0.016, -1.522], [2.423, -1.090, -0.153], [-0.391, -0.375, 1.769], [0.384, 1.120, 1.733], [1.309, -0.340, 2.244], [1.333, -2.510, -3.901], [1.338, -1.126, -4.406]], "nbo_charge": [-0.4440, -0.4629, 0.3139, -0.6481, -0.6839, 0.1668, 0.2148, 0.2172, 0.2084, 0.2326, 0.2215, 0.2135, 0.2297, 0.2186, -0.6848, 0.6867], "homo_lumo_gap_ev": [7.3, 7.2], "relative_energy_kj_mol": 397.1, "smiles": "CN=C(C)C.O=S"}